Computed, not measured: 13 unconnected molecules or ions with the total composition C34H77N9O21 at a distorted geometry, with ωB97M-V/def2-TZVPD.

Values from the calculation:
Frontier orbital gap ... 9.211 eV
Lowest unoccupied orbital energy ... 0.03 eV

Each line ends with the Mulliken charge.
CARTESIAN COORDINATES (ANGSTROEM)
C 29.105 39.571 11.777  -0.666
O 30.355 40.099 11.366  -0.003
C 30.634 41.453 11.469  0.677
O 29.807 42.332 11.778  -0.647
O 31.850 41.707 11.178  -0.198
C 32.351 43.127 11.257  -0.779
H 28.681 38.929 11.004  0.217
H 28.385 40.209 12.290  0.395
H 29.380 38.883 12.576  0.114
H 31.974 43.566 12.181  0.356
H 31.958 43.693 10.412  0.294
H 33.439 43.123 11.199  0.260
C 31.474 35.971 11.935  -0.197
O 30.163 35.602 12.168  0.271
C 29.774 34.263 12.028  0.293
O 28.638 33.973 11.937  -0.607
O 30.843 33.344 12.023  -0.004
C 30.493 32.013 12.003  -0.913
H 31.745 35.988 10.880  0.354
H 32.272 35.510 12.518  -0.093
H 31.500 37.029 12.197  -0.039
H 30.552 31.696 13.044  0.153
H 31.206 31.444 11.406  0.203
H 29.499 31.722 11.666  0.381
C 33.283 32.922 14.712  -0.213
O 34.597 33.437 14.911  -0.393
C 34.937 34.659 14.522  0.682
O 34.262 35.549 13.967  -0.384
O 36.092 34.907 15.027  -0.394
C 36.619 36.175 14.841  -0.677
H 32.826 33.429 13.862  -0.048
H 32.665 33.063 15.599  0.293
H 33.284 31.857 14.484  0.334
H 36.815 36.586 13.850  0.202
H 37.660 36.218 15.161  0.341
H 36.010 36.978 15.257  0.302
C 32.154 26.737 12.256  -0.530
O 30.807 26.541 12.567  -0.377
C 29.948 27.593 12.625  0.870
O 30.241 28.769 12.708  -0.434
O 28.725 27.083 12.613  -0.384
C 27.491 27.885 12.590  -0.561
H 32.152 26.944 11.186  0.209
H 32.712 25.838 12.518  0.243
H 32.660 27.547 12.781  0.234
H 26.693 27.293 13.037  0.279
H 27.117 28.024 11.575  0.232
H 27.638 28.845 13.085  0.235
C 25.574 32.375 17.913  -0.851
C 26.213 33.590 17.300  0.727
O 25.830 34.731 17.675  -0.653
N 27.123 33.513 16.260  0.047
C 27.686 34.670 15.590  -0.897
H 24.784 31.972 17.279  0.293
H 25.150 32.666 18.874  0.336
H 26.183 31.472 17.941  0.071
H 27.379 32.639 15.825  0.104
H 28.477 34.553 14.850  0.050
H 27.977 35.383 16.361  0.351
H 26.977 35.094 14.878  0.403
C 28.921 29.601 9.331  -0.631
C 29.789 28.637 8.511  0.683
O 30.719 28.127 9.136  -0.630
N 29.538 28.433 7.210  -0.165
C 30.312 27.645 6.335  -1.038
H 29.138 29.581 10.399  -0.382
H 27.900 29.257 9.166  0.551
H 28.856 30.560 8.816  0.351
H 28.864 29.048 6.777  0.258
H 31.387 27.810 6.411  0.300
H 30.212 28.044 5.325  0.396
H 29.950 26.628 6.186  0.317
C 33.635 39.492 13.723  -0.095
C 34.800 39.824 12.790  0.559
O 35.880 39.970 13.303  -0.681
N 34.431 40.266 11.538  0.421
C 35.433 40.678 10.554  -0.988
H 33.760 38.505 14.167  -0.161
H 32.757 39.462 13.077  -0.044
H 33.595 40.370 14.367  0.344
H 33.519 40.124 11.128  -0.238
H 35.600 39.802 9.927  0.147
H 36.365 40.937 11.057  0.364
H 34.975 41.560 10.106  0.299
C 33.291 30.718 9.027  -1.045
C 32.464 31.765 8.278  0.843
O 31.344 31.557 7.859  -0.658
N 33.105 32.887 7.916  -0.163
C 32.454 34.006 7.227  -0.564
H 34.177 30.432 8.461  0.457
H 32.607 29.876 9.134  0.092
H 33.489 30.853 10.090  0.299
H 34.110 32.851 8.004  0.230
H 32.556 34.968 7.730  -0.142
H 31.385 33.830 7.109  0.347
H 32.831 34.093 6.208  0.381
O 36.747 35.723 9.747  -0.696
C 35.761 36.391 9.523  0.626
N 35.167 37.048 10.546  0.098
C 34.959 36.303 8.231  -0.138
H 35.458 36.722 11.456  -0.025
H 34.278 37.525 10.499  -0.044
H 34.008 36.834 8.251  -0.114
H 34.829 35.227 8.114  -0.200
H 35.587 36.515 7.366  0.381
O 32.395 38.819 9.901  -0.112
C 31.859 38.966 8.800  0.501
N 32.163 39.955 8.032  -0.354
C 30.779 38.056 8.334  -0.922
H 32.992 40.501 8.218  0.237
H 31.912 39.931 7.054  0.226
H 31.168 37.573 7.437  0.490
H 29.864 38.527 7.973  0.460
H 30.506 37.498 9.230  -0.339
O 30.021 30.502 18.223  -0.648
C 29.252 30.479 17.270  0.323
N 28.010 29.940 17.308  -0.358
C 29.682 31.066 15.961  -0.438
H 27.311 30.081 16.592  0.239
H 27.679 29.560 18.183  0.239
H 30.331 31.942 15.947  0.211
H 28.983 31.422 15.205  0.061
H 30.175 30.261 15.417  0.320
O 30.392 35.548 17.275  -0.622
C 31.027 36.645 16.912  0.107
N 31.265 37.597 17.771  -0.384
C 31.490 36.823 15.522  0.383
H 31.369 38.561 17.487  0.221
H 30.784 37.447 18.646  0.311
H 30.655 37.145 14.901  0.139
H 32.122 36.030 15.123  -0.121
H 32.099 37.724 15.452  -0.031
O 25.366 36.350 9.207  -0.647
C 26.255 35.768 9.796  0.265
N 25.984 35.086 10.954  -0.275
C 27.721 35.811 9.457  -0.098
H 26.652 34.453 11.369  0.295
H 25.072 35.154 11.383  0.202
H 28.115 34.814 9.654  0.052
H 28.255 36.544 10.062  -0.054
H 27.778 35.949 8.377  0.361

Computed, not measured: 12 unconnected molecules or ions with the total composition H24O12 at a distorted geometry, with ωB97M-V/def2-TZVPD.

Values from the calculation:
SMILES ... O.O.O.O.O.O.O.O.O.O.O.O
Frontier orbital gap ... 10.526 eV
Lowest unoccupied orbital energy ... -0.16 eV

Each line ends with the Mulliken charge.
CARTESIAN COORDINATES (ANGSTROEM)
O -0.284 -3.711 -0.669  -0.665
H -0.760 -3.552 -1.484  0.292
H 0.514 -3.190 -0.751  0.384
O 0.116 -0.624 -2.985  -0.626
H -0.539 -0.986 -2.388  0.371
H -0.142 0.292 -3.096  0.260
O 0.686 0.381 3.897  -0.609
H 1.307 -0.299 4.157  0.305
H 0.394 0.118 3.024  0.297
O 0.084 2.385 -1.061  -0.674
H -0.250 3.220 -0.734  0.316
H -0.575 2.093 -1.691  0.296
O 3.257 1.023 2.342  -0.576
H 4.137 0.647 2.355  0.297
H 2.698 0.316 2.018  0.279
O -3.189 1.772 -1.051  -0.643
H -2.825 1.078 -0.502  0.378
H -3.759 1.315 -1.670  0.317
O 1.943 -2.310 -1.764  -0.700
H 2.329 -1.754 -1.086  0.350
H 1.558 -1.695 -2.388  0.346
O -2.067 -1.244 -1.161  -0.703
H -2.984 -1.161 -0.898  0.284
H -1.618 -1.551 -0.373  0.348
O -1.154 2.035 1.744  -0.604
H -1.020 1.979 0.798  0.251
H -0.292 2.257 2.096  0.356
O 3.061 -0.072 -0.633  -0.619
H 3.483 0.780 -0.749  0.253
H 3.768 -0.654 -0.354  0.293
O 0.076 -0.101 0.270  -0.253
H -0.022 0.764 -0.129  0.275
H 0.966 -0.370 0.043  0.127
O -3.058 0.013 1.348  -0.608
H -3.604 0.720 1.694  0.311
H -2.236 0.087 1.832  0.296

Computed, not measured: a single C11H14N2Si molecule at a distorted geometry, with ωB97M-V/def2-TZVPD.

Values from the calculation:
Frontier orbital gap (spin up / spin down) ... 7.864 / 6.431 eV
Lowest unoccupied orbital energy (spin up / spin down) ... -0.24 / -0.62 eV

Each line ends with the Mulliken charge.
CARTESIAN COORDINATES (ANGSTROEM)
C 0.362 -3.259 -0.092  -0.605
C -1.014 -2.929 -0.048  -0.774
C 1.283 -2.251 -0.068  -0.789
C -1.341 -1.621 -0.069  -0.153
C 0.874 -0.937 -0.060  0.594
C -0.470 -0.615 -0.120  0.357
C 2.021 0.908 -1.384  -0.226
C 1.799 1.103 0.996  -0.506
C 1.975 0.067 -0.007  0.611
C -2.446 1.740 -1.404  -1.327
C -1.806 1.727 1.489  -0.996
N 3.032 0.778 -2.114  -0.511
N 2.263 0.870 2.148  -0.686
Si -1.108 1.191 -0.182  0.034
H 0.574 -4.260 0.043  0.444
H -1.819 -3.660 -0.329  0.293
H 2.327 -2.509 -0.212  0.316
H -2.401 -1.367 0.016  0.313
H 1.267 2.063 0.751  0.512
H 2.932 -0.621 0.209  0.390
H -3.465 1.661 -1.060  0.411
H -2.200 2.628 -1.801  0.425
H -2.513 1.036 -2.223  0.358
H -0.917 2.176 1.932  0.290
H -2.638 2.383 1.439  0.350
H -1.883 0.904 2.213  0.366
H 3.062 1.234 -2.979  0.269
H 2.251 1.560 2.915  0.239

Computed, not measured: a molecular structure, C20H17N6PtS, with ωB97M-V/def2-TZVPD.

Values from the calculation:
Multiplicity ... 5
Frontier orbital gap (spin up / spin down) ... 6.265 / 5.394 eV
Net charge ... +1
Lowest unoccupied orbital energy (spin up / spin down) ... -3.71 / -5.46 eV

Each line ends with the Löwdin spin population.
CARTESIAN COORDINATES (ANGSTROEM)
Pt -0.018 0.107 0.054  0.899
S 2.228 0.223 0.386  0.456
C 2.263 1.685 1.343  0.054
N 3.369 2.134 1.929  0.198
N 4.453 1.436 1.826  0.252
C 5.627 1.772 2.528  0.000
C 6.710 0.910 2.417  0.042
C 7.873 1.186 3.116  -0.006
C 7.955 2.317 3.914  0.048
C 6.865 3.175 4.011  -0.004
C 5.695 2.910 3.322  0.039
N 1.175 2.504 1.446  0.276
N 0.045 1.925 1.216  0.095
C -1.070 2.638 1.028  0.203
C -2.308 1.781 0.916  0.056
C -3.555 2.567 0.657  0.093
C -3.527 3.886 0.445  0.006
C -2.287 4.636 0.527  0.181
C -1.110 4.033 0.836  -0.019
H 4.458 0.585 1.268  0.010
H 6.640 0.026 1.792  0.001
H 8.717 0.515 3.034  -0.001
H 8.863 2.529 4.462  0.003
H 6.926 4.060 4.629  -0.001
H 4.835 3.563 3.389  0.003
H -2.425 1.234 1.862  0.021
H -4.502 2.038 0.690  0.004
H -4.448 4.420 0.252  -0.002
H -2.311 5.702 0.342  0.010
H -0.188 4.595 0.909  -0.004
N -3.060 -0.307 -0.173  0.393
C -3.683 -1.351 0.397  0.036
C -3.044 -1.976 1.490  0.121
C -3.680 -3.019 2.121  -0.008
C -4.944 -3.432 1.691  0.156
C -5.570 -2.810 0.609  -0.006
C -4.949 -1.777 -0.052  0.114
H -2.055 -1.647 1.780  0.011
H -3.196 -3.522 2.946  -0.003
H -5.441 -4.248 2.200  0.008
H -6.549 -3.140 0.287  -0.003
H -5.415 -1.287 -0.897  0.005
N -2.938 0.458 -1.304  0.131
C -2.016 0.650 -0.112  0.112
H -3.702 1.139 -1.366  0.021

Number 1: total energy -92915.9590 eV. Number 2: total energy -24960.1972 eV. Number 3: total energy -22486.5989 eV. Number 4: total energy -44024.9312 eV.